(1)
This record from the OMol25 dataset describes a structure of composition C6H10O. The level of theory is ωB97M-V with the def2-TZVPD basis set.

Structure (XYZ):
```
17
Properties=species:S:1:pos:R:3:forces:R:3
C 0.631 1.577 1.235 -0.04 0.00 -0.02
C 0.452 0.131 0.844 0.26 0.25 0.01
O -0.688 -0.502 1.489 -0.05 -0.01 0.11
C -1.137 -1.003 0.255 -0.11 -0.35 -0.06
C -1.394 0.304 -0.962 0.17 0.19 0.12
C -0.093 -0.255 -0.557 0.09 -0.03 -0.14
C 0.814 -0.899 -1.579 0.00 -0.01 -0.01
H 1.504 2.000 0.723 -0.11 -0.07 0.07
H -0.252 2.169 0.975 0.13 -0.08 0.03
H 0.791 1.658 2.315 -0.01 -0.01 -0.15
H 1.351 -0.452 1.085 -0.12 0.06 -0.05
H -1.254 -2.081 0.136 -0.01 0.15 0.01
H -2.183 -0.611 -0.140 -0.09 -0.04 0.02
H -1.675 1.123 -0.278 -0.01 -0.13 -0.07
H 1.464 -0.144 -2.034 -0.10 -0.09 0.07
H 1.453 -1.669 -1.131 -0.10 0.11 -0.04
H 0.216 -1.347 -2.377 0.08 0.06 0.11
```
Positions in Å, forces in eV/Å.

**Net charge**: 0
**Gap between HOMO and LUMO**: 9.5 eV
**Energy above the lowest of the compared OMol25 structures with the same formula, charge and spin**: 4.388 eV
**HOMO level**: -8.574 eV

---

(2)
This record from the OMol25 dataset describes an isolated molecule of C4H6N2. The level of theory is ωB97M-V with the def2-TZVPD basis set.

Structure (XYZ):
```
12
Properties=species:S:1:pos:R:3:forces:R:3
N -1.703 0.495 1.038 0.07 -0.16 0.16
C -0.511 0.117 0.379 0.14 -0.01 -0.14
C 0.728 -0.288 0.817 -0.08 0.07 0.06
C 1.567 -0.391 -0.335 -0.01 -0.04 -0.05
C 0.805 -0.082 -1.430 0.14 -0.02 -0.02
N -0.459 0.224 -0.986 -0.03 0.10 0.07
H -2.397 -0.246 1.044 0.10 0.07 0.00
H -1.505 0.753 1.996 -0.07 0.00 -0.09
H 1.002 -0.503 1.844 -0.07 0.10 -0.22
H 2.617 -0.655 -0.351 -0.22 -0.04 0.00
H 1.046 -0.074 -2.484 -0.03 0.05 0.19
H -1.191 0.650 -1.530 0.07 -0.11 0.05
```
Positions in Å, forces in eV/Å.

**Net charge**: 0
**Gap between HOMO and LUMO**: 8.9 eV
**Energy above the lowest of the compared OMol25 structures with the same formula, charge and spin**: 0.289 eV
**HOMO level**: -7.789 eV

---

(3)
This record from the OMol25 dataset describes a cluster of 2 separate species, C7H5Br2ClN2O3 in total at a distorted geometry. The level of theory is ωB97M-V with the def2-TZVPD basis set.

Structure (XYZ):
```
20
Properties=species:S:1:pos:R:3:forces:R:3
C -1.831 -2.144 0.397 -0.03 3.03 -2.10
C -0.538 -1.799 0.617 -0.46 2.87 0.27
C -2.673 -1.219 -0.245 0.64 -1.18 1.26
C -0.992 0.557 -0.136 -0.11 -1.63 1.60
C -0.207 -0.457 0.431 2.22 0.12 -0.85
C -2.280 0.086 -0.403 -0.84 0.03 -0.76
C 2.190 -0.243 -0.087 1.96 1.86 -0.60
N -0.592 1.840 -0.190 -4.26 -0.76 -1.23
N 3.269 1.839 0.136 -0.64 -4.76 -0.37
O 4.420 1.693 0.349 1.51 0.86 0.20
O 2.538 2.740 0.242 -1.55 2.84 0.22
O 1.203 0.004 0.698 -2.21 -0.74 0.95
Cl -3.443 1.191 -1.046 -0.18 0.49 -0.19
Br 1.942 -0.147 -1.960 -0.14 -0.47 0.04
Br 3.720 -1.157 0.561 -0.69 -0.33 -0.20
H -2.126 -3.104 0.397 -1.01 -3.26 0.55
H 0.075 -2.443 1.125 1.88 -1.42 0.80
H -3.616 -1.661 -0.508 -0.52 0.78 -0.32
H 0.336 1.953 0.003 2.60 1.66 0.54
H -1.393 2.472 -0.379 1.83 0.01 0.20
```
Positions in Å, forces in eV/Å.

**Net charge**: 0
**Gap between HOMO and LUMO (alpha / beta)**: 7.3 / 8.3 eV
**Energy above the lowest of the compared OMol25 structures with the same formula, charge and spin**: 1.272 eV
**HOMO level (alpha / beta)**: -8.067 / -8.757 eV

---

(4)
This record from the OMol25 dataset describes a cluster of 2 separate species, C2H7N4S2 in total at a distorted geometry. The level of theory is ωB97M-V with the def2-TZVPD basis set.

Structure (XYZ):
```
15
Properties=species:S:1:pos:R:3:forces:R:3
C -0.430 0.394 -0.949 -2.37 1.67 -0.09
C 0.577 1.043 -0.173 -0.74 -0.78 -2.11
N -1.248 1.351 -1.516 1.07 0.92 0.33
N -0.846 -0.885 -1.092 4.22 -0.44 0.37
N 1.680 0.484 0.374 -1.04 0.12 -0.20
N -1.025 2.615 -1.350 2.53 0.52 1.82
S 0.425 2.709 -0.385 -2.39 0.41 -1.39
S 0.502 -2.240 2.056 -0.21 -0.11 0.06
H -2.037 1.285 -2.155 -0.02 -1.21 0.07
H -0.060 -1.530 -1.078 -0.89 -0.35 -0.10
H -1.751 -1.224 -1.146 -1.81 -0.39 0.01
H 1.529 -0.490 0.654 0.68 0.55 0.65
H 2.104 1.187 0.958 0.83 -0.93 0.68
H -0.399 -1.585 2.830 0.41 -0.42 0.00
H 0.981 -3.112 2.973 -0.27 0.43 -0.08
```
Positions in Å, forces in eV/Å.

**Net charge**: +1
**Gap between HOMO and LUMO (alpha / beta)**: 8.1 / 8.1 eV
**Energy above the lowest of the compared OMol25 structures with the same formula, charge and spin**: 0.000 eV
**HOMO level (alpha / beta)**: -12.791 / -12.791 eV

---

(5)
This record from the OMol25 dataset describes a structure of composition C5H12O3 at a distorted geometry. The level of theory is ωB97M-V with the def2-TZVPD basis set.

Structure (XYZ):
```
20
Properties=species:S:1:pos:R:3:forces:R:3
C -0.550 -1.847 -2.286 2.10 0.03 0.23
O -0.003 -2.608 -3.259 -0.26 -0.16 0.08
C 0.579 -1.097 -1.358 -1.33 0.53 -0.50
C 0.151 0.331 -0.937 0.13 0.44 -0.52
C 0.474 0.844 0.504 0.52 1.01 -2.82
C -0.057 -0.054 1.587 0.33 -0.15 0.83
O 0.353 0.321 2.875 -0.83 0.34 -0.79
H -1.190 -1.037 -2.680 -0.24 0.41 -0.01
H -1.176 -2.406 -1.557 -0.26 -0.08 0.19
H 0.843 -1.654 -0.491 -0.16 -0.90 0.80
H 1.512 -1.052 -1.896 0.20 0.02 -0.74
H -0.882 0.473 -1.248 -0.41 -0.02 0.34
H 0.718 0.993 -1.609 -0.25 0.17 -0.02
H 0.235 1.916 0.576 -1.14 -0.25 0.25
H 1.540 1.070 0.291 0.45 -1.28 1.61
H 0.302 -1.063 1.268 -0.55 0.24 0.66
H -1.201 -0.018 1.583 1.04 -0.27 -0.64
H -0.355 3.046 2.635 0.83 0.89 -0.76
H -0.390 1.380 2.886 0.71 0.50 1.42
O -0.903 2.460 3.117 -0.87 -1.46 0.40
```
Positions in Å, forces in eV/Å.

**Net charge**: -2
**Gap between HOMO and LUMO**: 6.5 eV
**Energy above the lowest of the compared OMol25 structures with the same formula, charge and spin**: 1.291 eV
**HOMO level**: 0.245 eV

---

(6)
This record from the OMol25 dataset describes a structure of composition C7H21Co2N7O18P at a distorted geometry. The level of theory is ωB97M-V with the def2-TZVPD basis set.

Structure (XYZ):
```
56
Properties=species:S:1:pos:R:3:forces:R:3
Co -1.420 1.777 0.431 -3.97 0.07 -1.41
Co 1.887 1.946 1.783 2.85 1.26 3.00
P 0.725 0.821 0.186 -0.79 -5.83 -1.74
O 0.647 2.340 0.217 0.75 4.87 -2.28
O 0.074 1.095 1.560 -2.54 0.09 5.43
O 2.056 0.315 0.725 -0.17 -0.95 -2.86
O -0.536 0.279 -0.506 2.88 -0.62 -1.23
C 3.562 2.258 -1.884 0.32 -0.80 -0.62
N 3.377 3.207 -0.787 -2.07 3.27 0.16
O 3.365 2.779 0.383 0.43 -0.45 0.06
O 3.049 4.367 -1.041 1.05 -2.47 0.29
H 2.615 1.730 -1.990 -0.05 -0.18 0.34
H 4.352 1.556 -1.617 -0.08 0.09 -0.06
H 3.700 2.733 -2.856 0.39 0.42 0.47
C -1.655 -1.971 2.268 0.44 0.46 -0.86
N -2.738 -1.094 1.723 -2.47 -1.79 0.19
O -3.801 -1.596 1.447 0.71 -0.38 -0.01
O -2.610 0.113 1.687 1.35 1.79 0.17
H -1.816 -2.071 3.341 0.16 0.36 -0.08
H -0.775 -1.425 1.927 0.23 -0.27 0.72
H -1.648 -2.966 1.824 -0.54 0.22 -0.16
C -0.579 -2.604 -1.691 0.32 -0.13 -0.10
N -1.027 -2.386 -3.127 0.50 -0.50 -0.88
O -0.242 -1.913 -3.955 -0.41 0.13 1.52
O -2.094 -2.864 -3.422 -0.13 0.33 0.46
H -1.297 -2.248 -0.951 -0.27 0.14 -0.60
H 0.390 -2.138 -1.515 -0.13 -0.05 -0.34
H -0.511 -3.688 -1.595 0.08 0.07 -0.07
C 1.351 -1.279 3.786 -0.82 -0.80 -1.20
N 1.817 -0.074 4.463 1.08 -1.34 3.50
O 1.824 0.997 3.864 0.19 1.36 -0.84
O 2.190 -0.207 5.630 -0.88 0.68 -2.71
H 1.200 -1.013 2.740 0.55 -0.23 0.08
H 0.371 -1.615 4.125 0.08 0.56 0.67
H 2.007 -2.134 3.950 0.38 0.48 -0.07
C 3.022 -2.635 0.330 0.03 -0.18 -0.82
N 4.200 -1.864 0.766 0.83 1.00 -0.16
O 4.243 -1.655 1.981 0.49 0.11 -1.31
O 4.990 -1.459 -0.104 -1.37 -0.64 2.02
H 3.038 -2.633 -0.760 -0.07 -0.19 0.14
H 2.148 -2.100 0.701 0.15 -0.31 0.10
H 3.122 -3.644 0.729 -0.14 0.14 0.02
C -5.588 1.268 0.114 0.93 0.94 0.46
N -4.533 0.536 -0.673 -0.90 -1.75 -1.58
O -3.387 1.020 -0.798 -0.27 0.11 0.85
O -4.853 -0.492 -1.252 0.51 1.73 1.14
H -5.073 2.188 0.390 -0.32 -0.02 0.18
H -5.864 0.707 1.007 0.20 -0.26 -0.27
H -6.479 1.525 -0.459 0.32 -0.50 -0.40
C -0.455 2.239 -3.616 2.10 -0.02 -0.89
N -1.666 2.452 -2.875 -4.30 -1.14 -1.02
O -2.747 2.179 -3.459 3.43 1.17 1.89
O -1.608 2.787 -1.685 0.38 0.21 0.31
H -0.376 1.168 -3.798 -0.14 0.02 -0.19
H 0.444 2.588 -3.108 -0.42 -0.06 0.70
H -0.391 2.798 -4.550 -0.88 -0.22 -0.12
```
Positions in Å, forces in eV/Å.

**Net charge**: +2
**Gap between HOMO and LUMO (alpha / beta)**: 8.1 / 5.1 eV
**Multiplicity**: 8
**HOMO level (alpha / beta)**: -15.696 / -15.696 eV

---

(7)
This record from the OMol25 dataset describes a structure of composition C11H19Cl3O4STc at a distorted geometry. The level of theory is ωB97M-V with the def2-TZVPD basis set.

Structure (XYZ):
```
39
Properties=species:S:1:pos:R:3:forces:R:3
C -0.271 1.148 -1.410 -0.79 -1.20 -0.44
C -1.732 1.295 -1.358 0.03 -1.26 -0.79
C -2.322 0.047 -1.548 1.07 1.03 -0.02
C -2.441 2.569 -1.139 -0.19 0.36 0.60
C -1.302 -0.922 -1.827 1.21 1.50 -0.31
C -0.053 -0.254 -1.840 -2.07 -0.15 -0.32
C 1.123 -0.768 -2.577 0.60 -0.22 0.24
C 0.626 2.238 -1.882 0.18 0.25 -0.12
C -3.758 -0.239 -1.374 -0.62 -0.01 0.14
C -1.538 -2.358 -2.120 0.11 -0.27 0.09
Tc 0.098 0.374 0.617 3.27 -1.04 -0.62
Cl -1.562 1.353 1.645 -2.49 2.28 1.90
Cl 1.185 2.262 1.499 0.73 0.99 0.22
Cl -1.595 -1.328 1.139 -0.82 -1.49 -0.32
H -1.854 3.420 -1.498 -0.08 0.00 0.02
H -2.605 2.693 -0.060 -0.04 0.29 -0.19
H -3.419 2.585 -1.621 -0.06 -0.05 -0.16
H -4.151 0.285 -0.496 -0.01 -0.09 -0.01
H -3.945 -1.305 -1.235 0.02 0.01 0.04
H -4.342 0.087 -2.242 -0.13 0.02 -0.07
H -2.282 -2.776 -1.425 0.20 0.05 -0.15
H -0.602 -2.913 -1.984 -0.24 0.00 -0.02
H -1.900 -2.509 -3.151 0.04 -0.03 0.12
H 1.308 -1.819 -2.308 0.12 0.32 -0.12
H 2.014 -0.180 -2.335 -0.09 -0.27 -0.01
H 0.933 -0.701 -3.661 0.03 -0.03 0.10
H 0.380 3.161 -1.363 0.12 0.23 0.01
H 0.523 2.403 -2.967 -0.03 -0.01 0.07
H 1.664 1.991 -1.663 0.01 0.03 0.06
O 2.045 0.157 -0.040 0.51 0.42 -0.19
H 2.691 0.561 0.593 -1.28 -0.53 -0.67
C 0.522 -3.391 2.410 0.49 -0.53 0.68
S 1.451 -2.253 1.415 -0.74 1.73 -0.73
O 1.117 -0.899 2.061 0.28 -1.56 0.17
O 2.854 -2.586 1.555 -0.05 -0.26 0.28
O 0.896 -2.328 0.060 0.82 -0.78 1.08
H 0.979 -3.400 3.419 -0.25 0.03 -0.48
H 0.624 -4.384 1.956 -0.03 0.18 0.06
H -0.520 -3.076 2.445 0.21 0.04 -0.11
```
Positions in Å, forces in eV/Å.

**Net charge**: -2
**Gap between HOMO and LUMO (alpha / beta)**: 5.5 / 6.1 eV
**Energy above the lowest of the compared OMol25 structures with the same formula, charge and spin**: 0.000 eV
**Multiplicity**: 4
**HOMO level (alpha / beta)**: -0.186 / -0.867 eV